Entry from the Open Molecules 2025 dataset: C54H87AsCdClN6O7P2Si4 as an isolated structure (ωB97M-V/def2-TZVPD).

```
163
Properties=species:S:1:pos:R:3
Cd -0.40 -0.06 -0.35
C 6.04 -1.44 1.29
C 6.14 -0.13 0.51
C 6.80 -0.36 -0.85
P 4.45 0.67 0.53
C 4.80 2.50 0.34
C 6.02 3.01 -0.43
C 3.52 3.21 -0.08
C 3.73 0.13 -1.06
C 4.20 0.66 -2.27
C 3.77 0.25 -3.52
C 4.32 0.88 -4.77
C 2.83 -0.76 -3.56
C 2.32 -1.30 -2.40
C 2.74 -0.86 -1.14
N 1.97 -1.35 -0.04
C 1.91 -2.59 0.26
C 2.99 -3.46 -0.27
C 3.29 -4.75 -0.11
C 2.64 -5.76 0.70
C 2.94 -7.21 0.37
C 1.83 -5.46 1.71
C 0.74 -3.17 1.15
P -0.21 -1.62 1.79
C 0.52 -0.79 3.29
C 0.88 -1.56 4.56
C 1.70 0.08 2.92
C -1.97 -1.79 2.40
C -2.28 -2.19 3.84
C -2.89 -2.52 1.44
H 7.00 -1.98 1.27
H 5.29 -2.10 0.86
H 5.77 -1.27 2.33
H 6.76 0.56 1.09
H 6.21 -1.05 -1.45
H 7.79 -0.81 -0.71
H 6.92 0.56 -1.42
H 4.98 2.76 1.39
H 5.93 2.91 -1.51
H 6.94 2.51 -0.12
H 6.15 4.08 -0.23
H 3.27 3.02 -1.12
H 2.66 2.89 0.53
H 3.63 4.29 0.05
H 4.96 1.43 -2.23
H 4.56 1.93 -4.61
H 3.59 0.82 -5.58
H 5.22 0.37 -5.11
H 2.45 -1.12 -4.51
H 1.54 -2.04 -2.44
H 3.68 -2.91 -0.90
H 4.17 -5.09 -0.65
H 3.81 -7.29 -0.27
H 2.10 -7.66 -0.16
H 3.12 -7.79 1.27
H 1.43 -6.30 2.27
H -0.32 -0.13 3.54
H 1.79 -2.14 4.41
H 0.10 -2.23 4.90
H 1.08 -0.84 5.35
H 2.55 -0.54 2.67
H 1.99 0.71 3.76
H 1.49 0.72 2.06
H -2.22 -0.72 2.31
H -1.93 -3.20 4.06
H -3.37 -2.18 3.97
H -1.86 -1.50 4.57
H -2.68 -2.28 0.40
H -3.92 -2.23 1.63
H -2.80 -3.60 1.60
N -0.64 2.00 2.15
N -0.03 3.14 1.54
C -0.57 3.37 0.20
N 0.18 4.52 -0.27
N -0.21 2.13 -0.49
N 0.08 2.14 -1.76
O 0.58 1.07 -2.19
O -0.12 3.10 -2.51
H -1.66 2.12 2.17
H -0.31 1.95 3.10
H -0.24 3.98 2.09
H 1.16 4.34 -0.09
H 0.06 4.61 -1.27
C -1.99 5.81 3.42
Si -2.01 6.11 1.55
C -0.38 7.02 1.24
C -3.32 7.43 1.22
Si -2.46 4.09 0.32
Si -3.21 4.82 -1.80
C -2.12 6.29 -2.29
C -3.27 3.69 -3.28
C -4.96 5.47 -1.53
Si -4.21 3.19 1.75
C -3.57 2.66 3.46
C -5.30 4.71 2.10
C -5.50 1.89 1.37
H -1.78 6.76 3.92
H -1.22 5.10 3.73
H -2.94 5.44 3.80
H -0.41 7.95 1.82
H -0.25 7.25 0.19
H 0.48 6.43 1.55
H -3.26 8.20 1.99
H -4.34 7.04 1.22
H -3.15 7.91 0.25
H -1.22 5.95 -2.81
H -1.81 6.89 -1.44
H -2.68 6.94 -2.97
H -2.33 3.16 -3.43
H -3.48 4.31 -4.15
H -4.06 2.94 -3.17
H -4.99 6.27 -0.79
H -5.62 4.67 -1.20
H -5.35 5.87 -2.47
H -4.37 2.89 4.17
H -2.67 3.15 3.80
H -3.41 1.57 3.49
H -4.80 5.49 2.66
H -6.15 4.36 2.70
H -5.70 5.15 1.19
H -5.09 0.90 1.23
H -6.09 2.13 0.48
H -6.16 1.88 2.24
O -2.26 0.61 -2.28
Cl -3.32 0.29 -1.37
O -3.76 -1.06 -1.53
O -4.41 1.20 -1.55
O -2.78 0.46 0.01
O -0.66 -1.80 -1.64
As -0.68 -3.46 -1.44
C -2.41 -4.12 -2.03
C -2.63 -4.17 -3.40
C -3.88 -4.49 -3.90
C -4.93 -4.77 -3.04
C -4.71 -4.73 -1.67
C -3.46 -4.40 -1.16
C 0.45 -4.20 -2.83
C 0.60 -3.54 -4.05
C 1.36 -4.12 -5.05
C 1.98 -5.35 -4.84
C 1.83 -6.00 -3.62
C 1.06 -5.43 -2.62
C -0.20 -4.01 0.28
C 1.36 -4.12 2.25
C 0.42 -4.46 3.38
C -0.64 -5.26 3.20
C -1.14 -5.73 1.94
C -0.89 -5.16 0.71
H -1.83 -3.95 -4.09
H -4.04 -4.51 -4.97
H -5.91 -5.01 -3.43
H -5.53 -4.93 -0.98
H -3.32 -4.37 -0.10
H 0.14 -2.57 -4.19
H 1.48 -3.61 -6.00
H 2.58 -5.79 -5.62
H 2.32 -6.95 -3.46
H 0.95 -5.92 -1.66
H 2.23 -3.59 2.65
H 0.71 -4.18 4.38
H -1.17 -5.60 4.09
H -1.82 -6.57 1.96
H -1.40 -5.69 -0.09
```

Output
* total charge: -1
* E_LUMO: 2.0 eV
* HOMO energy: -4.18 eV
* gap between HOMO and LUMO: 6.143 eV


Entry from the Open Molecules 2025 dataset: a 8-piece molecular cluster, H18NO7 overall (ωB97M-V/def2-TZVPD).

```
26
Properties=species:S:1:pos:R:3
N 0.35 0.32 -0.27
H 1.02 -0.42 -0.71
H 0.83 0.60 0.67
H -0.55 -0.01 0.05
H 0.19 1.12 -0.93
O 1.14 1.86 2.97
H 0.88 2.78 3.02
H 0.76 1.34 3.85
O -3.37 0.10 0.57
H -3.41 0.37 -0.37
H -4.22 0.45 1.00
O 3.33 -2.59 -1.02
H 3.24 -2.26 -0.17
H 3.29 -3.41 -0.62
O -0.78 -2.20 -1.10
H -1.74 -2.30 -0.81
H -0.22 -2.75 -0.41
O 1.12 0.39 -3.13
H 0.22 0.33 -3.36
H 1.39 1.23 -3.18
O -1.10 2.73 -1.35
H -0.99 3.34 -0.62
H -1.91 2.82 -1.65
O -0.11 -1.40 2.30
H 0.88 -1.57 2.16
H -0.23 -0.85 3.11
```

Output
* total charge: +1
* E_LUMO: -3.4 eV
* HOMO energy: -14.72 eV
* gap between HOMO and LUMO: 11.359 eV


Entry from the Open Molecules 2025 dataset: one molecule with the formula C4H6N2O2 (ωB97M-V/def2-TZVPD).

```
14
Properties=species:S:1:pos:R:3
C -0.09 0.96 -1.15
C 0.24 0.35 0.21
C 1.26 -0.05 2.03
C -0.38 -0.64 0.93
H 0.17 0.24 -3.05
H -0.87 -0.60 -2.00
H -1.07 1.57 -1.13
H 0.67 1.72 -1.41
H 1.81 -0.12 2.99
H -1.79 -1.92 1.08
N 0.01 -0.08 -2.07
N 1.41 0.59 0.95
O 0.16 -0.84 2.12
O -1.53 -1.19 0.51
```

Output
* E_LUMO: 0.6 eV
* SMILES: NCc1ncoc1O
* HOMO energy: -8.22 eV
* gap between HOMO and LUMO: 8.781 eV


Entry from the Open Molecules 2025 dataset: a 2-piece molecular cluster, CH2N2O3S overall (ωB97M-V/def2-TZVPD).

```
9
Properties=species:S:1:pos:R:3
C 2.56 1.34 -0.76
N 3.06 0.15 -0.26
N 2.93 -0.66 0.59
O 1.45 1.55 -1.13
O 3.27 -1.77 0.76
O -0.09 -2.22 0.29
S -1.37 -1.85 -0.22
H 3.45 2.14 -1.00
H -1.19 -0.73 -1.09
```

Output
* E_LUMO (spin up / spin down): -1.1 / -1.5 eV
* HOMO energy (spin up / spin down): -9.51 / -9.19 eV
* gap between HOMO and LUMO (spin up / spin down): 8.459 / 7.722 eV


Entry from the Open Molecules 2025 dataset: a 2-piece molecular cluster, C5H10N2O overall (ωB97M-V/def2-TZVPD).

```
18
Properties=species:S:1:pos:R:3
C 2.14 -0.01 0.62
C 0.66 0.07 0.74
C 2.89 0.73 -0.43
C -1.74 -1.41 -0.28
C -2.11 -0.07 -0.25
N -3.49 1.79 0.09
N -3.02 0.69 -0.09
O 1.31 -1.06 0.03
H 2.82 -0.24 1.49
H 0.03 0.58 -0.05
H 3.60 1.25 0.20
H 2.26 1.44 -0.87
H 3.33 0.10 -1.27
H -0.64 -1.54 -0.39
H -2.09 -2.00 -1.16
H -1.92 -2.07 0.66
H 0.11 -0.26 1.62
H -4.14 2.02 -0.65
```

Output
* E_LUMO: 0.7 eV
* HOMO energy: -8.13 eV
* gap between HOMO and LUMO: 8.819 eV


Entry from the Open Molecules 2025 dataset: one molecule with the formula C19H31N3O2 (ωB97M-V/def2-TZVPD).

```
55
Properties=species:S:1:pos:R:3
C -6.90 -1.67 1.29
O -7.09 -0.35 0.83
C -6.02 0.32 0.31
C -4.75 -0.22 0.18
C -3.70 0.54 -0.36
C -3.98 1.85 -0.77
C -5.25 2.37 -0.64
C -6.27 1.63 -0.10
H -7.27 2.02 0.01
H -5.44 3.39 -0.96
H -3.18 2.47 -1.16
N -2.41 0.05 -0.45
C -2.01 -1.12 0.28
H -2.59 -1.18 1.21
C -0.52 -1.02 0.64
H -0.39 -0.15 1.29
H -0.21 -1.91 1.19
C 0.32 -0.86 -0.62
N 1.74 -0.90 -0.31
C 2.60 -1.22 -1.42
C 3.99 -1.56 -0.88
N 4.56 -0.44 -0.15
C 5.89 -0.80 0.32
H 6.40 0.07 0.71
H 6.47 -1.18 -0.53
H 5.86 -1.58 1.09
C 3.66 -0.05 0.94
C 2.28 0.27 0.35
H 1.62 0.57 1.17
H 2.38 1.11 -0.36
C 4.19 1.14 1.75
H 5.12 0.87 2.24
H 3.46 1.36 2.54
C 4.40 2.42 0.93
O 5.30 2.26 -0.14
H 5.05 1.45 -0.60
H 4.83 3.20 1.57
H 3.43 2.79 0.56
H 3.53 -0.90 1.64
H 4.65 -1.80 -1.72
H 3.90 -2.45 -0.23
H 2.20 -2.09 -1.95
H 2.69 -0.38 -2.14
C -0.17 0.38 -1.38
C -1.66 0.21 -1.68
H -2.04 1.07 -2.23
H -1.80 -0.68 -2.32
H -0.03 1.27 -0.77
H 0.38 0.50 -2.31
H 0.14 -1.74 -1.25
H -2.18 -2.05 -0.30
H -4.56 -1.24 0.47
H -7.87 -1.99 1.67
H -6.16 -1.72 2.10
H -6.60 -2.34 0.48
```

Output
* E_LUMO: 0.7 eV
* SMILES: COc1cccc(N2CCC(N3CCN(C)[C@@H](CCO)C3)CC2)c1
* HOMO energy: -7.64 eV
* gap between HOMO and LUMO: 8.387 eV


Entry from the Open Molecules 2025 dataset: C3H6IMgO3 as an isolated structure (ωB97M-V/def2-TZVPD).

```
14
Properties=species:S:1:pos:R:3
Mg 11.35 -14.45 -10.16
I 9.44 -14.79 -8.31
C 12.62 -16.15 -6.57
O 13.05 -17.07 -7.59
C 13.04 -16.89 -8.90
O 12.65 -15.86 -9.48
O 13.50 -17.96 -9.49
C 13.55 -18.13 -10.88
H 13.13 -15.21 -6.76
H 12.84 -16.52 -5.56
H 11.54 -16.01 -6.59
H 14.13 -19.00 -11.20
H 13.95 -17.27 -11.41
H 12.54 -18.24 -11.30
```

Output
* total charge: +1
* E_LUMO: -6.2 eV
* HOMO energy: -12.90 eV
* gap between HOMO and LUMO: 6.704 eV


The calculation returns the following largest force on an atom values, one per record and in order: 0.0226 0.1289 0.0749 0.0845 0.1052 0.0099 0.0431 Eh/bohr.
The calculation returns the following calculated total energy values, one per record and in order: -208688.4687 -16107.0699 -11318.9576 -21021.1359 -10369.3241 -28770.8661 -22890.8743 eV.
The calculation returns the following relative energy (zero: lowest compared OMol25 entry of this formula, charge and spin) values, one per record and in order: 2.670 4.306 2.084 5.288 5.981 1.811 0.445 eV.